ORCA calculation (ωB97M-V with the def2-TZVPD basis set) on a molecular structure, C40H48IN2O2ReS2Se in a non-equilibrium geometry.

As for the lowest unoccupied orbital energy (spin up / spin down): -3.2 / -4.2 eV. As for the charge: +1. As for the spin multiplicity: 4. For the highest occupied orbital energy (spin up / spin down), the calculation gives -0.37603 / -0.37760 Ha. Its expectation value of S² is 3.774.

Last column: Mulliken spin population.
Atoms and positions in Å:
C -1.0584 -3.4897 -3.0140  0.01
C -2.0802 3.9588 3.1495  0.00
H 0.3495 3.1746 -2.7699  0.00
C 3.8914 -2.2182 0.5301  0.00
C -1.1230 2.0337 1.8680  -0.01
H -2.0190 4.9984 0.6011  0.00
Re -0.5937 -0.6565 -1.8577  2.73
C -6.2483 -0.5303 -1.6521  0.00
S -1.3834 -0.4019 -4.2647  -0.01
H 1.5157 -1.4120 2.7838  0.00
C -1.2954 3.4038 -0.5801  0.00
C -2.4086 3.4195 -2.8004  0.01
H -1.9001 6.0720 -2.7124  0.00
C -5.2587 -0.6243 0.5570  0.00
H -3.4135 5.4607 2.3166  0.00
H 5.4996 -3.9544 3.7227  0.00
C -0.7188 -5.6093 -1.9447  0.02
H -7.1111 -0.5050 -2.2991  0.00
H 5.1191 -4.2820 2.0410  0.00
H 2.8527 -4.7815 2.7413  0.00
C -1.8719 5.5950 -1.7357  0.00
H 4.3699 -2.2733 5.0091  0.00
C -0.2315 -4.8961 -0.8601  -0.01
C 3.9377 -1.8071 4.1286  0.00
H 4.5902 -0.9977 3.8101  0.00
H -5.3855 -0.6442 1.6295  0.00
C 3.2557 -2.1757 1.7698  0.01
H -2.8746 5.6388 -1.3181  0.00
C -3.9893 -0.6373 0.0218  0.01
C -1.3968 4.1476 -1.9038  0.00
H -7.3623 -0.6196 0.1671  0.00
H 5.9135 -2.7607 2.4994  0.00
H -2.8775 5.7776 3.9595  0.00
H -0.0738 4.7160 -3.5118  0.00
C -0.7802 1.4091 0.6891  0.00
C -4.9747 -0.5030 -2.1938  0.00
H -1.0211 1.4958 2.7999  0.00
H -0.5902 2.9318 4.3755  0.00
H 3.3179 0.1864 -2.6562  0.00
I 0.4639 -5.8531 0.8741  0.00
H 1.8032 -3.5950 3.5098  0.00
C -6.3781 -0.5929 -0.2754  0.00
H -1.7649 6.0462 2.6247  0.00
H 5.3647 -3.4442 -1.5649  0.00
H 3.1137 -4.3351 4.4242  0.00
H -4.0684 3.1263 2.9394  0.00
C -1.6554 3.9877 0.6200  0.00
C 4.2690 -0.3166 -2.5053  0.00
C -2.8440 -0.4630 -3.3726  0.04
H 0.7022 4.6866 -1.9261  0.00
H -3.6327 3.5434 4.5971  0.00
H -2.9724 2.0898 3.8524  0.00
H 3.6999 -2.6504 -3.9052  0.00
C 2.8258 -3.9555 3.4480  0.00
C -0.9287 3.9419 4.1635  0.00
H 0.2026 -2.9829 -0.0505  0.00
H -0.7737 -6.6863 -1.9314  0.00
N -0.6140 -2.7964 -1.9534  -0.08
C -2.5610 5.4021 2.9893  0.00
H -1.3635 -2.9187 -3.8794  0.00
C 3.3662 -1.6781 -0.6292  -0.01
H -1.2564 4.3926 5.0958  0.00
C -1.6022 3.3390 1.8522  0.02
C -0.0141 4.1783 -2.5690  0.00
H 6.0983 -1.8711 -1.1915  0.00
H 4.7897 -0.3518 -3.4587  0.00
C 5.1706 -3.4979 2.7924  0.00
H -3.3782 3.3717 -2.3059  0.00
S -4.4985 -0.3719 -3.8769  0.02
N -2.6675 -0.5951 -2.0646  -0.06
H -2.5220 3.9467 -3.7440  0.00
H -1.1930 6.1663 -1.1078  0.00
O -0.6500 1.3715 -1.6615  0.10
H -0.0859 4.5118 3.7791  0.00
C 3.2079 -2.5656 -2.9407  0.00
H -2.0706 2.4086 -3.0151  0.00
H 2.2418 -2.0912 -3.0985  0.01
C -0.1946 -3.5153 -0.9040  0.02
C -1.1233 -4.8703 -3.0456  -0.01
Se -0.4312 -0.5020 0.7163  -0.03
C 4.0727 -1.7434 -1.9734  0.01
C 1.4604 -0.9986 0.6997  -0.01
C 2.0654 -1.1075 -0.5748  0.02
H 4.8663 0.2680 -1.8079  0.00
H -3.1066 -0.6798 0.6473  -0.02
C -3.8412 -0.5870 -1.3621  0.01
C 2.0346 -1.5124 1.8420  0.00
H -1.4860 -5.3634 -3.9334  0.00
C 5.4489 -2.4070 -1.8788  0.00
C 3.8024 -2.8509 3.0128  0.00
H 5.9173 -2.3929 -2.8597  0.00
C -0.8875 2.0352 -0.5775  0.02
H 4.8355 -2.7251 0.4687  0.00
H 2.9763 -1.3855 4.4062  0.00
H 3.0488 -3.5651 -2.5373  0.00
O 1.4036 -0.7539 -1.6339  0.22
C -3.2602 3.1210 3.6679  0.00

ORCA calculation (ωB97M-V with the def2-TZVPD basis set) on 8 unconnected molecules or ions with the total composition C40H48O5S in a non-equilibrium geometry.

As for the lowest unoccupied orbital energy: 0.1 eV. For the highest occupied orbital energy, the calculation gives -0.33151 Ha.

Last column: Löwdin charge in e.
Atoms and positions in Å:
C 4.1091 -2.8510 -2.1304  -0.09
H -0.2048 2.0049 4.0559  0.13
H 0.5546 1.8698 7.7788  0.13
C -6.6562 0.9712 3.3861  -0.28
H 4.3254 -3.1301 -1.1068  0.09
H -0.9790 0.4891 1.5357  0.11
H -3.5468 4.2367 -3.1281  0.10
O -0.5000 0.6000 6.5311  0.04
C -2.5836 2.3876 -3.4546  -0.10
C 3.4591 0.8551 -1.4909  -0.08
H 3.3122 -1.4683 -5.6335  0.10
H -5.9160 0.7515 4.1535  0.05
C -4.6014 0.8566 1.6269  -0.25
C 0.9954 -0.5864 1.2979  -0.16
H -0.7924 2.6392 6.8565  0.13
H 2.7882 -3.2288 3.2352  0.11
O -0.6149 -0.8102 4.8332  0.11
H 0.3821 0.9697 -1.1429  0.12
C 5.1197 -2.7789 -3.0854  -0.09
C 5.6269 -2.6392 1.4867  -0.10
C -4.0351 -2.4903 -0.5329  -0.10
C -3.0663 3.6286 -3.8820  -0.09
C -0.2875 0.2627 5.2664  -0.49
C -0.0457 0.5035 0.9747  -0.14
H 0.9335 3.2588 5.5996  0.12
H 3.4990 0.7288 -3.6054  0.09
C 4.7848 -0.6247 2.4514  -0.11
C 3.1327 2.7428 -2.9449  -0.09
H -0.6762 1.5809 -6.0984  0.10
C 1.0264 2.1754 5.7462  -0.17
C -4.3764 -3.4568 0.3900  -0.11
H 1.3149 1.1230 3.8451  0.10
H -4.7746 -0.2149 1.6914  0.05
H 2.0800 2.0085 5.9657  0.12
H 0.8233 -1.0055 2.2863  0.11
C 4.4977 -3.3352 1.9121  -0.08
C 0.0071 1.9019 6.8369  -0.15
C 4.8058 -2.3863 -4.3836  -0.10
C 3.5363 -1.9198 -4.6727  -0.11
O -0.4172 -1.8634 -1.5026  0.10
H 6.4636 -3.0530 0.9352  0.10
H -3.6473 -3.7335 1.1446  0.10
C 2.5052 -1.9804 -3.7276  -0.08
C -1.7134 1.5979 -4.2158  -0.08
C 3.2431 3.0801 -0.5674  -0.09
C 0.5297 1.3601 4.5517  -0.06
C 3.3952 1.6922 -0.3985  -0.10
C 3.6959 -1.3329 2.9616  -0.12
H 4.3262 -4.3457 1.5646  0.10
C -5.6791 -3.9026 0.4892  -0.10
H 4.8608 0.4053 2.7845  0.10
H 6.1042 -3.1177 -2.7870  0.10
O -7.0370 1.5547 0.8883  -0.57
H 3.2289 3.7560 0.2783  0.10
H -7.1148 -1.9799 -1.8910  0.10
H -1.2824 0.3609 -0.9126  0.11
C -1.3379 2.1388 -5.4428  -0.11
S -6.0623 1.9281 1.9722  0.83
C -2.5827 4.1581 -5.0785  -0.09
C 3.2908 1.3877 -2.7707  -0.08
C 3.5495 -2.6775 2.6959  -0.08
H 3.1837 3.1498 -3.9475  0.10
H 3.6373 -0.1968 -1.3208  0.09
H 1.9549 -0.0884 1.1998  0.09
H 5.5563 -2.4804 -5.1586  0.10
C 3.0738 3.5940 -1.8374  -0.10
H -2.8027 5.1897 -5.3198  0.10
H -4.7843 -0.9608 -1.8031  0.10
H -7.4676 1.5267 3.8628  0.04
H 1.5190 -1.6987 -4.0668  0.11
C 2.8528 -2.3704 -2.4428  -0.11
H -3.6885 1.2441 2.0751  0.04
H -1.3767 0.6458 -3.8333  0.10
C -6.6099 -3.4900 -0.4645  -0.10
H -3.0198 -2.1141 -0.5701  0.09
C 0.0721 -1.1402 -0.6843  -0.49
H -7.5970 -3.9339 -0.4901  0.10
C -6.3220 -2.4121 -1.2964  -0.09
C -1.7405 3.3822 -5.8713  -0.10
H -6.0031 -4.6465 1.2058  0.10
O 0.8176 -1.6410 0.3382  0.03
H 2.0270 -2.4990 -1.7517  0.08
C -0.2636 0.3376 -0.5347  -0.05
H 2.7783 4.6197 -2.0221  0.10
H 2.9365 -0.7806 3.5012  0.09
C 5.7404 -1.2850 1.7304  -0.11
H 0.4372 1.4649 1.1673  0.10
H -7.1104 0.0713 2.9737  0.06
H -4.5276 1.0555 0.5518  0.03
H 6.6133 -0.7343 1.3957  0.11
H -1.4333 3.6805 -6.8650  0.10
H 3.5635 1.2701 0.5839  0.08
C -5.0306 -1.8855 -1.2962  -0.09
H -2.7627 2.0725 -2.4316  0.09

ORCA calculation (ωB97M-V with the def2-TZVPD basis set) on a molecular structure, C40H51BaGeNP.

As for the lowest unoccupied orbital energy (spin up / spin down): -4.4 / -3.9 eV. As for the charge: +1. The energy above the lowest of the compared OMol25 structures with the same formula, charge and spin is 0.0 kcal/mol. For the highest occupied orbital energy (spin up / spin down), the calculation gives -0.36771 / -0.37448 Ha.

Last column: Löwdin charge in e.
Atoms and positions in Å:
H 2.3335 -4.4133 5.4222  0.08
H -2.9973 1.9088 2.4702  0.10
H -1.7684 7.8427 -1.5535  0.11
C -0.2619 -3.5835 5.7321  -0.06
H 5.2916 -0.8454 0.0789  0.07
C 1.2218 0.4557 -1.9237  -0.31
H 0.7939 -1.3688 6.9807  0.08
C 1.5804 1.5975 -2.6550  -0.05
C -2.2718 4.5235 -1.0870  -0.39
C 4.0310 0.5072 -1.0884  -0.56
C -0.2668 3.9253 2.4196  -0.14
H 1.6199 -4.1801 3.8166  0.08
H 3.6877 -1.8356 1.2489  0.06
C -2.9641 6.5880 -2.8176  -0.07
H 1.1467 3.3756 -5.2462  0.09
H 0.7862 -3.0144 -0.7368  0.07
H 2.4014 -1.4294 6.2482  0.08
H 5.5233 0.5509 -2.6441  0.09
C 4.5791 0.0424 -2.4388  -0.10
C -1.7608 2.3508 4.1587  -0.07
H -2.5317 -0.9135 0.9572  0.04
C -0.6339 1.8763 -3.4982  -0.04
C -1.5066 -1.8612 -1.5410  -0.22
C 1.1072 3.5592 -4.1706  -0.03
C -4.3383 -5.0063 -2.4482  -0.03
C 1.5361 -2.0296 6.5315  -0.06
H 4.7901 -1.0272 -2.4226  0.07
H 2.1176 -3.9731 -1.3687  0.09
H -1.3558 2.4259 -4.0909  0.12
C -2.1263 2.4524 2.8231  -0.21
H 3.9029 0.2348 -3.2694  0.07
C 0.0815 3.8424 3.7619  -0.06
H -2.8859 -2.5193 1.5482  0.09
H 3.3695 -3.4921 0.7357  0.09
H -5.2878 -4.5552 -2.7478  0.10
H 5.9727 0.7499 -0.2054  0.08
H 0.9431 4.3862 4.1267  0.11
H -2.6202 -3.7705 -4.1299  0.13
C -2.3029 -2.4609 -0.5128  -0.18
H -0.6902 -4.1019 4.8730  0.08
C -3.4497 5.3062 -3.0412  -0.08
C -2.2129 -1.9614 0.9002  -0.08
C -0.1286 0.0437 -1.9891  -0.39
C -0.6543 3.0463 4.6274  -0.05
H 0.2280 -1.6695 -3.7659  0.07
C 0.6854 2.3217 -3.4308  -0.26
C 0.2194 -0.8971 3.4824  -0.32
H 1.4150 -2.7000 -2.3610  0.06
C 2.0167 -3.6645 4.6928  -0.06
H 2.0920 3.8979 -3.8519  0.08
C -3.1931 -3.4607 -0.8209  0.01
Ge -1.7112 3.0657 0.0193  0.98
H 0.0374 -4.3276 6.4735  0.08
C 0.9512 -2.7458 5.3067  -0.65
H -0.7450 -2.7314 -4.7840  0.09
H -1.0337 -2.9493 6.1694  0.08
H -2.4853 1.7304 -0.1396  -0.04
H 2.5984 1.9562 -2.6236  0.09
C -1.3797 3.2343 1.9301  -0.51
C -1.0267 0.7629 -2.7950  -0.07
H 3.6405 -2.1297 -1.3123  0.09
C 2.9777 -2.4731 0.7232  -0.13
H 4.6958 0.5487 0.9966  0.08
C 2.7216 -2.0330 -0.7295  -0.52
C -0.7894 -1.9236 -4.0553  -0.03
C 5.0479 0.2162 0.0191  -0.12
C -3.1033 4.2748 -2.1820  -0.14
H -2.3321 1.7204 4.8265  0.12
H -1.1980 -1.0468 -4.5600  0.09
H 2.8910 -3.0882 4.3862  0.08
H -3.4941 3.2785 -2.3549  0.10
P 2.3750 -0.1958 -0.6394  1.00
C 1.6880 -2.9693 -1.3420  -0.09
H -3.7993 -3.8897 -0.0312  0.13
H -3.9980 -5.6299 -3.2739  0.09
H 2.0474 -2.4547 1.2975  0.06
H -1.1476 6.0273 -0.0208  0.10
H -4.1052 5.1122 -3.8802  0.11
H 3.8814 1.5907 -1.0848  0.10
H -4.5328 -5.6409 -1.5850  0.08
H 1.8494 -2.7600 7.2811  0.08
Ba -0.1282 0.4834 1.3018  1.55
C 0.5385 -1.7442 4.3070  -0.25
C -1.7884 5.8141 -0.8686  -0.11
H -0.3585 2.9561 5.6636  0.12
H -3.2360 7.3929 -3.4876  0.11
C -2.1381 6.8414 -1.7314  -0.07
C -1.6370 -2.3609 -2.8864  -0.15
C -2.5431 -3.3759 -3.1229  0.00
N -0.6178 -0.9341 -1.1325  0.02
H 0.3928 4.3670 -4.0025  0.08
C -3.3415 -3.9360 -2.1264  -0.23
H -2.0607 0.4350 -2.8129  0.13
H -1.2134 -2.0635 1.3354  0.03
H 0.3457 4.5185 1.7491  0.10